The following is a DFT calculation (the ωB97M-V functional and the def2-TZVPD basis) of 5 unconnected molecules or ions with the total composition C35H64BI2N4O10S at a distorted geometry.

XYZ file:
```
117
Properties=species:S:1:pos:R:3
C -2.8103 4.4557 1.5946
C -1.7530 3.9949 0.6141
I 0.2218 4.4302 1.2573
C -2.0139 3.3835 -0.5303
I -4.0223 2.9439 -1.0921
O -1.0687 2.9718 -1.4820
C -0.6993 1.6482 -1.2761
O -1.4009 0.7468 -1.6604
C 0.6087 1.3877 -0.5837
C 1.7646 2.0743 -0.9787
B 1.8290 3.1305 -2.2019
O 1.7745 4.4859 -1.9997
N 1.9841 2.5581 -3.5203
C 0.7121 2.0503 -4.0828
C 2.6611 3.4752 -4.4650
C 2.9057 1.8204 -0.3125
N 2.9407 0.9395 0.6914
C 1.8826 0.2567 1.0963
C 2.0197 -0.7361 2.2362
C 1.3727 -0.0662 3.4655
C 1.4442 -0.8622 4.7897
C 1.2367 -2.3863 4.6916
C -0.0016 -2.8562 3.9035
C -1.2759 -2.0123 4.0901
C -2.2253 -2.5186 5.2098
S -2.9888 -1.1243 6.0931
C -3.4389 -0.0167 4.8186
N -3.2201 1.2311 4.9044
N -3.6824 1.8307 3.7515
C -4.1423 0.8776 3.0397
O -4.0290 -0.3124 3.6217
C 0.6857 0.4615 0.4409
C -0.5737 -0.3055 0.7977
C -0.5217 -1.6578 0.0099
C -1.8787 -2.3133 -0.1353
O -2.3628 -2.4712 -1.2350
O -2.5365 -2.7526 0.9770
H -2.3779 4.3842 2.5933
H -3.7328 3.8908 1.5218
H -2.9648 5.5248 1.4162
H 0.9921 4.8508 -2.4310
H 0.8082 1.8893 -5.1550
H -0.1402 2.7025 -3.8533
H 0.5063 1.0808 -3.6113
H 2.0384 4.3121 -4.8000
H 2.9807 2.8682 -5.3140
H 3.5769 3.8124 -3.9789
H 3.8084 2.3505 -0.5860
H 3.8432 0.8245 1.1383
H 3.0875 -0.9031 2.4022
H 1.5338 -1.6458 1.8920
H 0.3400 0.2379 3.3130
H 1.9336 0.8620 3.6334
H 0.6377 -0.4731 5.4202
H 2.3823 -0.6567 5.3105
H 1.1508 -2.7542 5.7188
H 2.1453 -2.8426 4.2816
H -0.2365 -3.8630 4.2701
H 0.1810 -2.9949 2.8339
H -1.1027 -0.9406 4.2050
H -1.8513 -2.1270 3.1674
H -3.0166 -3.1067 4.7441
H -1.6765 -3.1530 5.9066
H -4.5715 1.0677 2.0685
H -0.6192 -0.5726 1.8512
H -1.4797 0.2456 0.5642
H -0.1169 -1.4756 -0.9836
H 0.1646 -2.3578 0.4972
H -2.7804 -3.6743 0.7912
C 1.7197 8.5980 2.7832
C 0.3096 8.7180 2.2254
C -0.3592 10.0033 2.6865
O -0.4692 7.5927 2.6385
H 1.7012 8.5750 3.8762
H 2.1852 7.6684 2.4503
H 2.3442 9.4336 2.4646
H 0.3433 8.6931 1.1350
H -0.4430 10.0245 3.7765
H -1.3710 10.0728 2.2859
H 0.2040 10.8804 2.3648
H -0.5102 7.5994 3.6009
C 7.1317 1.2921 -4.6207
C 5.9833 0.9467 -5.5570
C 6.4811 0.2190 -6.7958
O 5.2983 2.1408 -5.9405
H 7.8466 1.9547 -5.1152
H 6.7618 1.8203 -3.7398
H 7.6595 0.3951 -4.2936
H 5.2571 0.3231 -5.0325
H 7.1755 0.8480 -7.3591
H 5.6496 -0.0157 -7.4611
H 6.9895 -0.7095 -6.5325
H 5.9253 2.7042 -6.4066
C -1.9944 -8.3858 1.3925
C -2.7852 -7.0881 1.3989
C -4.1767 -7.2819 0.8197
O -2.0797 -6.0990 0.6367
H -1.8681 -8.7550 0.3713
H -0.9958 -8.2280 1.8021
H -2.4946 -9.1558 1.9807
H -2.8626 -6.7111 2.4200
H -4.1129 -7.6145 -0.2198
H -4.7302 -6.3413 0.8219
H -4.7427 -8.0212 1.3873
H -2.0043 -6.4264 -0.2681
C -2.4131 -4.6845 -5.2375
C -2.5161 -5.9437 -4.3914
C -3.8415 -6.0094 -3.6528
O -1.4411 -5.9769 -3.4472
H -2.4752 -3.7919 -4.6083
H -1.4526 -4.6485 -5.7532
H -3.2100 -4.6412 -5.9813
H -2.4068 -6.8221 -5.0282
H -3.9433 -5.1583 -2.9725
H -3.8925 -6.9147 -3.0451
H -4.6861 -6.0041 -4.3429
H -1.5303 -5.2008 -2.8826
```

Calculated values
HOMO-LUMO gap: 7.0 eV
LUMO level: -4.0 eV
Electronic energy: -3361.65037 Ha
Charge: +1
Maximum force: 0.038 Eh/bohr

These are the Löwdin partial charges, in e, on atoms 1 to 6:
1. C -0.19
2. C -0.72
3. I 1.08
4. C -0.76
5. I 0.99
6. O -0.09